P) Entry from the Open Molecules 2025 dataset: C3H4S3 in the gas phase (ωB97M-V/def2-TZVPD).

- Structure (SMILES): S=CC(S)C=S
- Molar mass: 136.27 u
- HOMO level: -0.32404 Ha
- Net charge: 0

Last column: Löwdin charge in e.
Atoms and positions in Å:
C1 -0.33424 0.19840 -0.19903  -0.994
C2 0.93762 0.50094 -0.71353  -0.680
C3 -0.50133 -0.10590 1.43358  -0.702
H1 0.41052 -1.91318 -1.02857  0.015
H2 -0.96213 1.20754 -0.59132  0.128
H3 1.94187 0.09259 -0.10156  0.153
H4 0.22131 -0.83520 1.74593  0.030
S1 -0.98447 -1.31161 -0.77861  0.759
S2 0.83750 1.45428 -2.14207  0.639
S3 -1.56665 0.71215 2.37517  0.651

---

Q) Entry from the Open Molecules 2025 dataset: C3H4S3 in the gas phase (ωB97M-V/def2-TZVPD).

- Structure (SMILES): CSC(=S)C=S
- Molar mass: 136.27 u
- HOMO level: -0.32141 Ha
- Net charge: 0

Last column: Löwdin charge in e.
Atoms and positions in Å:
C1 1.08475 1.53137 -0.51593  -0.511
C2 -0.25354 -1.01072 0.00922  -1.221
C3 -1.41485 -1.52651 0.63735  -0.745
H1 2.00829 1.84364 0.34548  0.136
H2 0.45118 2.47331 -0.86246  0.039
H3 1.67969 0.91528 -1.33792  0.033
H4 -1.53881 -2.53620 0.99607  0.022
S1 -0.45770 0.73189 -0.22645  0.766
S2 1.12353 -1.61802 -0.42780  0.762
S3 -2.68254 -0.80402 1.38244  0.720

---

Least stable of them? P).

---

P) Entry from the Open Molecules 2025 dataset: 3 unconnected molecules or ions with the total composition C2H9NO3 (ωB97M-V/def2-TZVPD).

- Structure (SMILES): NCC=O.O.O
- Molar mass: 95.10 u
- HOMO level: -0.33809 Ha
- Net charge: 0

Last column: Löwdin charge in e.
Atoms and positions in Å:
O1 -2.28690 1.68671 -0.88950  0.055
C1 -1.44061 1.00394 -1.39260  -0.252
C2 0.04778 1.34237 -1.43541  -0.250
N1 0.79433 0.99708 -0.26033  0.002
H1 -1.73901 0.10670 -1.97733  0.115
H2 0.44313 0.81765 -2.31287  0.106
H3 0.12578 2.41366 -1.60450  0.117
H4 1.22966 1.68890 0.31901  0.069
H5 1.32782 0.14723 -0.27284  0.065
H6 2.88252 -5.62883 1.42777  0.025
H7 3.51291 -5.03701 0.17430  0.031
O2 3.49999 -4.96260 1.13236  -0.056
H8 -2.62824 1.50556 3.06662  0.031
H9 -2.78972 1.76907 1.58207  0.001
O3 -2.97944 2.14956 2.44324  -0.060

---

Q) Entry from the Open Molecules 2025 dataset: 3 unconnected molecules or ions with the total composition C2H9NO3 (ωB97M-V/def2-TZVPD).

- Structure (SMILES): CC(N)=O.O.O
- Molar mass: 95.10 u
- HOMO level: -0.35459 Ha
- Net charge: 0

Last column: Löwdin charge in e.
Atoms and positions in Å:
C1 2.05281 0.85678 -0.92340  -0.013
C2 0.73298 1.22422 -0.26272  -0.609
N1 -0.43192 1.27287 -0.97710  0.146
O1 0.73502 1.35438 0.97042  -0.017
H1 2.14888 -0.00824 -0.17838  0.119
H2 2.68869 1.77206 -1.00549  0.101
H3 1.95844 0.55693 -1.93009  0.040
H4 -1.32505 1.30285 -0.53962  0.085
H5 -0.23235 1.26888 -2.01971  0.135
H6 -1.62655 -1.85569 -0.04312  0.017
H7 -3.05986 -1.54170 -0.04380  0.077
O2 -2.18727 -1.11985 -0.31488  -0.092
H8 -0.95461 -1.24146 2.90844  0.042
H9 0.11557 -1.80534 1.87816  0.038
O3 -0.61480 -2.03668 2.48128  -0.070

---

R) Entry from the Open Molecules 2025 dataset: 3 unconnected molecules or ions with the total composition C2H9NO3 (ωB97M-V/def2-TZVPD).

- Structure (SMILES): CC(N)=O.O.O
- Molar mass: 95.10 u
- HOMO level: -0.38102 Ha
- Net charge: 0

Last column: Löwdin charge in e.
Atoms and positions in Å:
C1 0.88160 -1.23363 -1.01232  0.002
C2 0.80513 -0.12316 0.00891  -0.582
N1 1.91182 0.63109 0.22599  0.164
O1 -0.26792 0.17121 0.50638  0.020
H1 0.66679 -0.93039 -2.03365  0.093
H2 0.06229 -1.89185 -0.69821  0.063
H3 1.77940 -1.80562 -0.81526  0.080
H4 1.90225 1.26304 1.01056  0.107
H5 2.61390 0.69030 -0.49026  0.108
H6 -0.45979 2.25976 0.38276  0.005
H7 -0.47225 2.89647 1.73888  0.036
O2 -0.15236 3.05666 0.84309  -0.077
H8 -2.06454 -2.46959 -1.22769  0.018
H9 -2.29048 -1.90031 0.11568  0.027
O3 -2.73049 -2.47901 -0.52832  -0.065

---

Least stable of them? P).

---

P) Entry from the Open Molecules 2025 dataset: 2 unconnected molecules or ions with the total composition C12H13N2 (ωB97M-V/def2-TZVPD).

- Molar mass: 185.25 u
- HOMO level: -0.45249 Ha
- Net charge: +1

Last column: Löwdin charge in e.
Atoms and positions in Å:
C1 -3.76781 0.20310 0.49063  -0.097
C2 -2.71839 0.63232 1.27079  -0.064
C3 -3.59079 -0.67111 -0.51017  -0.046
C4 -1.47386 0.13114 1.01309  -0.055
C5 -2.29530 -1.13022 -0.83273  0.018
C6 -1.22840 -0.68232 -0.10856  -0.330
C7 3.55811 -1.11961 0.55662  -0.005
C8 2.26290 -1.56315 0.42052  -0.026
C9 3.79440 0.27576 0.39707  -0.010
C10 2.78308 1.06091 -0.15666  -0.017
C11 1.21073 -0.75017 -0.00741  -0.254
C12 0.54329 1.58171 -0.82037  0.035
N1 1.53937 0.56448 -0.42822  -0.002
N2 0.01570 -1.24832 -0.14652  0.114
H1 -4.72704 0.55978 0.73985  0.105
H2 -2.97987 1.26727 2.21554  0.159
H3 -4.52262 -1.02150 -1.05826  0.147
H4 -0.80932 0.39588 1.81163  0.124
H5 -2.25043 -1.83894 -1.53305  0.082
H6 4.18764 -1.93308 0.82254  0.114
H7 2.20864 -2.65841 0.66513  0.131
H8 4.67440 0.82727 0.47224  0.092
H9 2.90298 2.13536 -0.39974  0.152
H10 0.91847 2.37845 -1.33992  0.082
H11 -0.07367 1.02417 -1.48422  0.095
H12 -0.14623 1.76394 -0.03290  0.081
H13 0.05714 -2.67702 0.58014  0.376

---

Q) Entry from the Open Molecules 2025 dataset: a gas-phase ion, C12H13N2 (charge +1) (ωB97M-V/def2-TZVPD).

- Structure (SMILES): C[C@@]1(c2ccccc2)C#CCC(=[NH2+])N1
- Molar mass: 185.25 u
- HOMO level: -0.46127 Ha
- Net charge: +1

Last column: Löwdin charge in e.
Atoms and positions in Å:
C1 2.06309 0.38475 1.66498  0.053
C2 0.92719 0.01495 1.54478  0.005
C3 -3.75412 0.87411 0.03789  -0.101
C4 -3.05862 0.54169 -1.12258  -0.050
C5 -3.19064 0.85362 1.27178  -0.068
C6 -1.75680 0.06063 -1.01382  -0.037
C7 -1.91132 0.31720 1.36053  -0.016
C8 -1.16628 0.02482 0.21521  -0.202
C9 2.39162 0.32525 -0.69094  -0.261
C10 3.15397 0.71321 0.65643  -0.039
C11 0.13180 -0.63734 0.52906  -0.355
C12 0.31143 -2.17526 0.52906  0.024
N1 1.16752 -0.21548 -0.66727  0.165
N2 3.13576 0.42711 -1.78174  0.191
H1 -4.78379 1.39864 -0.08196  0.148
H2 -3.69181 0.61859 -2.07738  0.143
H3 -3.78120 1.22908 2.10822  0.122
H4 -1.20127 -0.10266 -1.84754  0.072
H5 -1.28376 0.34436 2.33463  0.145
H6 3.41236 1.85917 0.57603  0.164
H7 4.14104 0.18905 0.72126  0.131
H8 0.09685 -2.54032 -0.50279  0.107
H9 -0.42439 -2.50766 1.29615  0.111
H10 1.36052 -2.27713 1.00689  0.127
H11 0.89221 -0.44984 -1.59277  0.125
H12 4.10088 0.57784 -1.73562  0.108
H13 2.71775 0.15162 -2.73849  0.187

---

Least stable of them? Q).